## A
2 unconnected molecules or ions with the total composition C5H16N2O. Source: the Open Molecules 2025 dataset; level of theory: the ωB97M-V functional and the def2-TZVPD basis.

Results
- Structure (SMILES): CNCCN(C)C.O
- HOMO energy: -8.542 eV

```
! RIJCOSX wB97M-V def2-TZVPD def2/J DEFGRID3
* xyz 0 1
C 1.050 0.702 -0.208
C -1.455 -0.230 -0.985
N -1.115 -0.464 0.432
H -1.718 -3.065 1.878
H 0.828 -1.359 0.459
H -0.640 -2.571 2.756
H 3.578 1.312 -1.996
O -1.570 -2.731 2.696
C 0.330 -0.370 0.637
H -1.296 0.868 -1.204
C -1.772 0.515 1.299
H -2.568 -0.406 -1.203
H 0.532 -0.009 1.768
H 2.195 1.157 -3.082
H -2.846 0.240 1.320
H 2.326 -0.715 -1.072
H -1.651 1.596 0.912
H 2.143 2.181 -1.677
C 2.435 1.191 -2.029
N 1.786 0.070 -1.411
H 1.827 1.131 0.462
H -0.994 -0.842 -1.787
H 0.210 1.460 -0.327
H -1.614 0.337 2.362
*
```

---

## B
3 unconnected molecules or ions with the total composition C5H16N2O. Source: the Open Molecules 2025 dataset; level of theory: the ωB97M-V functional and the def2-TZVPD basis.

Results
- HOMO energy: -9.151 eV

```
! RIJCOSX wB97M-V def2-TZVPD def2/J DEFGRID3
* xyz 0 1
H -0.545 2.755 1.288
H -0.104 -0.145 1.345
C -0.701 -1.793 -2.186
O -0.821 -1.782 0.580
H -1.227 3.219 -0.269
H 1.499 -0.027 0.487
H 0.627 -0.089 -2.595
H -1.241 -2.060 -1.286
H 0.696 1.857 -0.850
H -1.275 -0.253 -0.371
H 0.904 -1.024 -1.083
H 2.133 1.455 2.009
H -1.992 1.914 0.657
C 0.144 -0.573 -1.743
C -0.047 1.311 -0.264
C 0.699 0.576 0.947
N -0.770 0.346 -1.048
N 1.123 1.493 1.852
C -1.043 2.376 0.398
H -0.070 -2.652 -2.480
H -1.414 -1.617 -2.974
H -0.617 -1.939 1.511
H 2.343 -1.704 3.220
H 1.698 -1.644 2.855
*
```

---

Least stable of them? B.

---

## A
2 unconnected molecules or ions with the total composition C5H16N2O. Source: the Open Molecules 2025 dataset; level of theory: the ωB97M-V functional and the def2-TZVPD basis.

Results
- Structure (SMILES): C[C@@H](N)CCCN.O
- HOMO energy: -9.126 eV

```
! RIJCOSX wB97M-V def2-TZVPD def2/J DEFGRID3
* xyz 0 1
H 0.981 2.791 1.918
H 1.583 -2.555 -0.923
C 0.575 1.951 0.071
H -2.687 1.834 1.260
N 0.195 2.657 1.297
H -1.737 -2.268 -1.491
C -0.113 -1.174 -0.892
H -0.512 -0.283 0.993
H 1.098 2.672 -0.545
H 1.757 -1.241 -2.003
C 0.380 -0.567 0.428
H 0.882 -1.324 1.045
H -1.057 -2.794 -0.105
H 1.924 0.740 1.150
H -2.876 0.354 1.039
O -2.770 0.998 1.758
H 0.637 -2.580 -2.386
H -0.554 2.176 1.794
H -0.411 -0.313 -1.501
N -1.308 -1.960 -0.621
C 1.004 -1.929 -1.602
C 1.302 0.631 0.275
H 2.062 0.417 -0.493
H -0.356 1.768 -0.467
*
```

---

## B
2 unconnected molecules or ions with the total composition C5H16N2O. Source: the Open Molecules 2025 dataset; level of theory: the ωB97M-V functional and the def2-TZVPD basis.

Results
- Structure (SMILES): CNC[C@H](C)NC.O
- HOMO energy: -8.807 eV

```
! RIJCOSX wB97M-V def2-TZVPD def2/J DEFGRID3
* xyz 0 1
H -3.447 -1.183 0.085
O -2.798 -1.057 -0.636
H -2.187 2.707 -1.029
H 2.374 0.148 -0.275
H -2.285 -0.259 -0.390
H 2.488 -0.931 -2.373
N 1.519 -0.195 -0.688
C 0.610 -0.567 0.371
H 0.426 1.440 1.202
H -0.948 0.379 1.526
C -1.561 2.453 -0.183
H 2.158 -2.216 -1.101
H -0.117 -1.282 -0.021
N -0.948 1.161 -0.385
H 0.549 -1.693 2.211
H -0.381 1.167 -1.215
H 1.804 -0.406 2.206
C -0.215 0.654 0.767
H 2.041 -1.923 1.317
C 1.288 -1.164 1.599
H -0.820 3.243 0.012
H -2.229 2.419 0.691
H 0.868 -1.594 -2.076
C 1.809 -1.300 -1.614
*
```

---

## C
2 unconnected molecules or ions with the total composition C5H16N2O. Source: the Open Molecules 2025 dataset; level of theory: the ωB97M-V functional and the def2-TZVPD basis.

Results
- Structure (SMILES): CC(C)NCCN.O
- HOMO energy: -9.098 eV

```
! RIJCOSX wB97M-V def2-TZVPD def2/J DEFGRID3
* xyz 0 1
N 1.528 -1.766 -0.815
C -0.388 1.498 2.013
H -1.449 0.310 0.072
H -0.729 0.718 2.696
H 1.225 -0.833 -1.095
C 0.765 2.029 -0.143
H 1.524 2.647 0.339
H 1.400 -2.104 1.237
C 0.763 -2.183 0.354
O -1.681 -0.109 -3.922
H -1.339 -0.304 -3.039
C -0.520 -1.402 0.652
H 1.170 1.643 -1.084
H 0.602 -3.259 0.264
H 0.342 2.093 2.561
H -0.697 -1.360 1.736
H -2.115 0.742 -3.829
H 1.215 0.357 1.153
N -0.506 -0.062 0.054
C 0.331 0.890 0.793
H -0.134 2.586 -0.434
H -1.199 2.145 1.673
H 1.355 -2.408 -1.581
H -1.463 -1.869 0.344
*
```

---

Least stable of them? C.

---

## A
2 unconnected molecules or ions with the total composition C5H16N2O. Source: the Open Molecules 2025 dataset; level of theory: the ωB97M-V functional and the def2-TZVPD basis.

Results
- Structure (SMILES): CNCC[C@H](C)N.O
- HOMO energy: -7.822 eV

```
! RIJCOSX wB97M-V def2-TZVPD def2/J DEFGRID3
* xyz 0 1
H 0.833 -0.315 -1.723
H 0.275 -2.020 -0.536
H 0.744 3.710 -0.517
H -3.110 0.140 0.236
H -0.702 0.170 -1.666
O 2.907 -1.817 0.836
C -0.009 0.028 -0.914
H -1.986 -0.368 1.637
H 2.605 -2.425 1.496
H 3.207 -2.146 0.157
H 1.268 2.465 -1.832
H 1.173 0.361 1.288
H -3.416 -1.406 1.302
H -0.002 -1.374 1.061
C 0.203 1.431 -0.285
H -1.923 -2.505 0.006
H -0.556 2.856 -1.750
N -1.836 -1.503 -0.075
C -2.763 -0.799 0.838
C 0.525 2.642 -1.123
H -0.748 1.561 0.316
C -0.273 -1.315 0.030
N 1.314 1.134 0.628
H 2.271 1.493 0.591
*
```

---

## B
2 unconnected molecules or ions with the total composition C5H16N2O. Source: the Open Molecules 2025 dataset; level of theory: the ωB97M-V functional and the def2-TZVPD basis.

Results
- Structure (SMILES): CNCCCCN.O
- HOMO energy: -8.752 eV

```
! RIJCOSX wB97M-V def2-TZVPD def2/J DEFGRID3
* xyz 0 1
C 0.293 -2.222 1.713
C 0.510 -0.012 0.944
H -1.653 3.334 1.244
H -0.590 -0.198 0.611
C 1.138 0.713 -0.151
H -0.732 -1.766 1.870
H 1.714 -1.578 0.223
H 1.317 1.056 -2.188
H -1.192 1.367 -1.971
H 0.795 -2.351 2.718
N 1.235 -1.308 1.168
H -0.546 -1.178 -1.211
C 1.082 0.190 -1.520
H 2.173 1.146 0.161
H 0.080 -3.202 1.154
H 1.830 -0.513 -1.692
H -0.317 -0.956 -2.886
O -2.395 2.711 1.199
C -0.296 -0.418 -1.910
H 0.619 0.503 1.973
N -1.492 0.440 -1.912
H -2.167 0.365 -1.193
H 0.745 1.774 -0.149
H -2.156 2.102 1.804
*
```

---

Least stable of them? A.

---

## A
A single C3H5ClN2S molecule. Source: the Open Molecules 2025 dataset; level of theory: the ωB97M-V functional and the def2-TZVPD basis.

Results
- Structure (SMILES): ClNC1=NCCS1
- HOMO energy: -8.702 eV

```
! RIJCOSX wB97M-V def2-TZVPD def2/J DEFGRID3
* xyz 0 1
C -0.660 -0.568 -0.497
C 0.961 1.016 -0.275
Cl -2.745 -1.542 -2.180
H 1.776 0.602 1.692
S 0.074 -1.065 1.176
C 0.858 0.570 1.148
H 0.221 1.237 1.689
H 1.974 0.657 -0.582
H 1.019 2.153 -0.277
H -1.676 -2.226 -0.048
N -1.704 -1.390 -0.753
N -0.099 0.556 -1.094
*
```

---

## B
A single C3H5ClN2S molecule. Source: the Open Molecules 2025 dataset; level of theory: the ωB97M-V functional and the def2-TZVPD basis.

Results
- HOMO energy (alpha / beta): -7.760 / -7.762 eV

```
! RIJCOSX wB97M-V def2-TZVPD def2/J DEFGRID3
* xyz 0 1
C -0.550 -0.609 1.247
C -1.546 0.414 0.713
H -2.097 0.054 -0.240
H 0.507 -2.018 -1.243
N 1.812 1.448 -1.396
H -1.183 1.426 0.576
S 1.591 -0.010 -1.951
N 0.305 -1.140 0.453
H -0.667 -0.914 2.254
H -2.262 0.384 1.524
Cl 3.325 2.080 -1.169
C 0.766 -1.115 -0.769
*
```

---

Least stable of them? B.